Entry 1:
C5H6O2 | ωB97M-V with the def2-TZVPD basis set

Results
**E_LUMO**: 0.84 eV
**HOMO-LUMO gap**: 10.5 eV
**Calculated total energy**: -344.4083 a.u.

The geometry in ORCA input format:
```
! RIJCOSX wB97M-V def2-TZVPD def2/J DEFGRID3
* xyz 0 1
C 0.82165 0.47826 0.68296
H 0.00951 1.22913 0.67134
C 1.00444 0.08790 -0.81479
O 0.48069 -0.79349 1.34373
O 0.52380 -1.32081 -0.81978
H -0.40692 -2.46157 0.42013
H 1.80810 0.76147 1.15575
H 2.01448 0.00492 -0.98974
H -4.01240 0.08877 -0.42176
H 0.37206 0.82443 -1.43510
C -0.12083 -1.51404 0.34826
C -2.98248 -0.03795 -0.19069
C -2.01710 -0.68624 0.09766
*
```

Entry 2:
C49H91N5O24P6 | ωB97M-V with the def2-TZVPD basis set

Results
**SMILES**: CCOP(=O)(OCC)OCC.CCOP(=O)(OCC)OCC.COP(=O)(OC)OC.COP(=O)(OC)OC.COP(=O)(OC)OC.COP(=O)(OC)OC.c1ccncc1.c1ccncc1.c1ccncc1.c1ccncc1.c1ccncc1
**E_LUMO**: 0.56 eV
**HOMO-LUMO gap**: 9.8 eV
**Calculated total energy**: -6049.8362 a.u.

The geometry in ORCA input format:
```
! RIJCOSX wB97M-V def2-TZVPD def2/J DEFGRID3
* xyz 0 1
N -0.14763 0.11887 -0.05186
C 3.38617 -3.31317 -2.24321
H 2.66701 3.50684 2.04654
O 2.80838 5.83620 -3.02674
H -1.08825 -3.66708 -2.26668
H -3.03764 -0.42538 -4.06049
C 4.82235 -6.55887 0.34343
O 1.73680 3.73277 -3.70976
H 4.39333 -1.09111 4.23726
C 0.89253 -4.85932 3.89017
H 3.01499 -1.47724 5.31929
H -5.55538 5.82622 -3.87627
H 0.27997 -4.83801 -1.98801
O -2.66097 5.45365 -1.86066
H 5.40886 2.70778 5.46983
H 2.02617 1.05618 -3.57335
C -6.05258 -1.60501 -1.08783
C 4.08989 -5.34921 0.85804
H -0.65952 3.40255 -4.04559
H 3.00799 -3.90765 -1.42047
O 1.97300 -2.10456 -6.14569
C -7.64090 -0.07843 -0.05686
H -5.51583 2.22938 3.67349
H 3.50798 -3.36174 -6.49880
H -0.82374 -1.70873 -2.94080
P 2.62711 4.30133 -2.71422
H -1.73402 4.76564 -0.03517
C -2.39036 3.24339 3.76082
P -3.35883 4.04424 -2.06998
H -1.50170 4.29200 5.34993
H 3.44636 -1.35073 0.87995
O 1.12578 -3.99199 -4.55570
H 0.37124 -1.88776 -7.89903
H -6.84346 1.83992 0.36074
H -1.38124 -5.05423 -1.21354
H -6.31303 4.54977 -3.07411
H 0.82906 4.35540 4.08712
H 5.67128 3.32714 -3.74360
H 0.86842 0.92269 -2.28707
H -3.24793 3.32663 4.33519
P 1.77539 -4.50986 1.37451
O 2.70487 0.36320 -1.66030
C -0.55338 -2.43465 -7.56220
N -7.18927 -1.24952 3.51885
H -0.89312 1.75040 5.59491
C 4.37172 -0.80368 0.60837
H 2.46427 -5.92922 5.03431
C 0.47377 0.10935 1.11531
C 1.94286 -4.99245 4.99197
H 4.12963 2.51125 -4.29930
C -0.07917 -3.60921 -0.31359
C -6.63200 0.86890 -0.05323
H -9.01829 -0.16257 3.53342
C 4.02761 -1.14951 -6.74212
H 0.53061 -0.20800 3.20090
N -2.41592 0.50612 6.14641
O -0.12775 -3.34169 -6.52854
H 0.91928 0.52115 6.88759
H -0.98774 2.66261 0.73007
C -1.13062 0.86527 6.18944
C -5.84453 -1.17507 3.54573
C 3.64780 6.84992 -2.54784
H -1.46205 6.47844 -0.49148
O 2.33471 -3.15606 1.55437
H -5.42272 5.85458 -2.08125
H -1.50340 0.47469 -4.29320
C -2.00123 -0.49313 -4.44432
O 4.00656 3.58301 -2.49067
C -5.38228 0.48747 -0.49911
O 2.61942 -0.04461 3.92149
H -1.97361 -0.48895 3.30194
C 5.67107 1.60945 5.31922
C 4.80868 2.77402 -3.46792
H 3.94654 -0.34778 -6.02633
H -0.03282 -5.44544 4.03806
H 5.56334 1.11025 6.32603
C -2.78109 -0.54451 6.91638
H 4.37678 -7.44009 0.86687
H -3.29852 -0.27939 1.15012
C -1.33367 3.85647 4.34105
O 2.60364 2.47864 3.86422
C 1.69168 0.46981 -2.68847
C -1.47941 -0.34688 2.36620
C 3.36256 -2.40311 -6.01907
H 3.56648 -0.96066 -7.67833
H -0.44793 -4.03510 -8.78848
H 5.87497 -6.48323 0.50825
O -3.87202 3.51858 -0.81048
H 4.50743 -3.36073 -2.40500
H -0.68523 5.20235 -1.54715
C -1.74271 3.24949 -4.09941
C -1.13160 -1.72213 -3.98207
C -5.18846 0.07820 3.52329
C -1.47195 0.00562 0.04154
O 2.73968 -5.46619 0.54112
H 4.89937 1.87976 -2.81511
H -1.26622 -1.76329 -7.05116
O 4.74236 -0.81017 -0.72075
H 0.66882 -2.84436 -0.43962
H 2.82484 -4.30081 4.76977
H -2.10585 -3.82457 -8.21972
C -1.87821 -1.30623 7.68688
H 4.56858 -6.74876 -0.71650
N -5.08553 -0.71781 -1.06128
H -4.07499 0.08899 3.59868
N 0.00722 3.54315 2.38814
H -2.06507 0.08687 -0.90093
C -5.94331 1.23040 3.45274
C 3.29190 -1.27241 4.27010
H 3.65565 -2.47828 -4.94371
H 4.08601 0.23642 0.81298
H 4.48689 -4.43750 0.38600
H 2.97751 -2.07035 3.60582
H -3.84308 -0.75191 6.81775
C -5.48601 5.22783 -2.99631
C -1.55765 5.44210 -0.86988
P 3.20671 1.26989 4.65646
H -2.16621 -2.05428 8.40580
C -0.54390 -0.95816 7.58867
H -8.60333 0.20135 0.23140
C -0.65796 -4.37672 -1.58716
C -0.10800 3.91266 3.65420
H -7.94686 2.04480 3.45675
H 5.12588 -1.28067 -6.85529
H -4.60845 1.20321 -0.51803
O -4.37392 4.47132 -3.15750
P 0.81468 -2.82834 -5.37633
O 4.73949 1.09053 4.35779
H 0.08575 -1.58163 8.20830
C -2.31566 2.85904 2.43312
H 2.85287 1.80534 1.99274
H 1.48019 -0.53324 -3.08948
C 3.14252 2.68997 2.53089
O -2.38329 3.05863 -2.74139
O 0.51030 -4.66201 0.47067
O 2.90631 1.27419 6.07528
H -1.97923 2.33565 -4.69799
O 0.06044 -1.64356 -4.70688
H 1.01374 3.89430 0.39843
H 4.35497 -5.30356 1.95633
H -8.16672 -2.00458 -0.66731
P 3.78095 -0.73506 -1.93479
C -2.19237 -0.26314 1.21404
H 4.59811 6.40583 -2.16915
C -7.35527 -1.31038 -0.59031
H 0.60853 -3.82358 3.73274
C -1.22141 -3.28354 -8.58947
H -1.59276 -2.71514 -4.20050
H 6.66955 1.50983 4.90965
H -3.20238 2.54725 1.88509
O 4.40557 -0.50409 -3.22776
O 2.88370 -2.00247 -1.83294
C 1.36696 3.36304 -0.50287
H -5.89613 -2.63499 -1.43762
H 1.54920 0.23344 1.12749
H 3.76352 7.46916 -3.37914
O 2.08392 4.37052 -1.24940
O 1.45983 -5.37520 2.68523
H -0.92439 -3.12588 0.29210
H 2.88719 -3.60858 -3.11964
C -7.30467 1.12754 3.41943
H -2.15703 4.12205 -4.64784
H 3.20366 7.42498 -1.73575
C -1.09548 3.03948 1.80166
C -7.89163 -0.14464 3.48880
H 1.56954 -4.84335 5.99645
H 4.24092 2.75359 2.56823
C -0.12069 0.18222 6.88318
H -5.24071 -2.04438 3.65566
C -0.13876 -0.16286 2.31505
H 2.07998 2.59560 -0.17248
H 0.56875 2.85030 -1.06586
H 5.21540 -1.17834 1.18965
H -1.35951 -2.79445 -9.55499
H -2.16621 -0.60211 -5.52574
*
```

Entry 3:
C5H4O2 | ωB97M-V with the def2-TZVPD basis set

Results
**E_LUMO**: -0.63 eV
**HOMO-LUMO gap**: 8.0 eV
**Calculated total energy**: -343.2900 a.u.

The geometry in ORCA input format:
```
! RIJCOSX wB97M-V def2-TZVPD def2/J DEFGRID3
* xyz 0 1
H -1.30658 0.70252 -1.78436
C -1.13152 -0.20266 0.17605
C 0.53082 1.26589 -0.96240
H 1.20714 1.29577 -0.11022
H 0.84464 1.81069 -1.84735
C -0.64067 0.62171 -0.92603
H -2.19931 -0.29008 0.35459
O -0.32644 -1.70070 2.01924
O 2.19160 -1.40829 1.07152
C -0.31568 -0.91389 0.97862
C 1.07965 -1.13516 0.96940
*
```

Entry 4:
C41H46NO | ωB97M-V with the def2-TZVPD basis set

Results
**E_LUMO**: -3.16 eV
**HOMO-LUMO gap**: 7.4 eV
**Calculated total energy**: -1719.4720 a.u.

The geometry in ORCA input format:
```
! RIJCOSX wB97M-V def2-TZVPD def2/J DEFGRID3
* xyz 1 1
C -8.65623 -5.22837 1.11392
C 11.37231 0.96783 -6.93847
H -2.73484 -1.07287 5.54231
C -3.60200 -1.01798 4.89189
C 7.44424 1.92373 -6.88935
H -5.50029 1.20263 9.68714
H 4.37269 -0.36585 -6.35037
C 5.71393 1.05619 -5.45303
H -4.41616 -0.59332 1.62461
H -6.75504 -3.47952 3.31441
H 1.95136 1.36260 -4.22250
C 6.96232 1.14663 -7.93823
C -4.54675 -0.74745 2.69096
H -7.77644 0.98268 10.63744
H 0.51552 -0.25327 1.92250
C -6.19950 1.44895 7.66894
H 1.53214 -0.58234 -2.59588
H 12.81094 0.63449 -8.50086
C -6.36726 1.25750 9.03685
C -5.99304 -1.06653 4.59328
H 4.22705 1.59499 -1.00533
C -8.09629 -5.07695 3.83614
C -1.11623 1.33987 2.36837
C 13.69665 1.58852 -6.78971
C -9.29263 -6.08823 2.00405
H -5.20199 1.53750 7.25148
C 2.75811 -0.13093 -0.94421
H 10.54971 0.53161 -7.49573
H 2.55675 0.39398 0.06333
H 5.22438 1.02407 -4.48551
H -6.98999 -1.16429 5.00943
C -7.46392 -4.21335 2.94657
H -2.83361 2.90562 2.45525
H -7.18148 1.68214 5.77012
H 2.44056 2.87530 -3.30291
C -0.55544 0.37111 -0.07249
H 12.04618 2.40682 -3.93998
C 12.64255 1.02653 -7.50316
H -9.50092 -6.68935 4.05782
H 0.25004 1.48154 -2.59250
C -7.31197 1.52804 6.83621
C 5.86038 0.31971 -7.74362
C -1.67348 1.31551 -0.64760
H 7.44686 1.18503 -8.90833
C 1.28664 1.39529 -2.10000
C 12.21277 2.02241 -4.94100
H -0.92905 1.34689 3.50026
C -7.64610 1.13530 9.57136
H 14.68551 1.63906 -7.23232
C 3.92241 0.70724 -1.67447
H -1.83905 1.27357 -1.78421
C 11.15672 1.46872 -5.65805
C -8.75820 1.20890 8.73809
H -7.24234 -3.62388 0.89069
O 3.65455 1.06904 -3.04660
H 5.48852 -0.28994 -8.56000
C 0.30140 -0.64887 -0.94136
H -3.29928 2.92900 -0.20546
H 4.84880 0.02055 -1.69809
C 5.23456 0.27635 -6.50129
H 8.30500 2.56666 -7.04082
H 10.16534 1.42643 -5.21894
H -2.43813 -0.73828 3.10639
H 3.08373 -1.20703 -0.73752
N 1.45296 -0.04202 -1.70469
C -5.82564 -0.86588 3.22622
H -9.45817 1.47287 6.72223
C 13.48213 2.08442 -5.50719
C -0.28554 0.41317 1.45643
C 2.38363 1.74000 -3.21784
H -6.69315 -0.80264 2.57705
C -2.50546 2.25292 0.25073
H -9.75503 1.11114 9.15412
C -7.74056 -4.29276 1.58528
C -3.43442 -0.82657 3.52369
H -5.01129 -1.29265 6.49271
C -9.00917 -6.01504 3.36434
H -10.00836 -6.81594 1.63729
H -8.87425 -5.28777 0.05278
C -2.22168 2.23649 1.77269
H -0.41234 -1.11674 -1.70761
H 14.30465 2.51921 -4.94927
C -8.59084 1.40956 7.37134
H 0.72288 -1.43807 -0.23579
C 6.82176 1.87628 -5.64544
C -4.88090 -1.14011 5.42659
H -7.87711 -5.01844 4.89708
H 7.19973 2.47932 -4.82646
H 1.41317 2.06133 -1.18618
*
```